(1)
ORCA calculation (wB97M-V/def2-TZVPD) on a single C7H14 molecule.

Calculated values
**HOMO energy**: -9.306 eV
**SMILES**: C[C@@H]1[C@H](C)C1(C)C
**2S+1**: 1
**Kohn-Sham gap**: 10.331 eV
**Energy above the lowest of the compared OMol25 structures with the same formula, charge and spin**: 101.35 kJ/mol

Structure (XYZ):
```
21
Properties=species:S:1:pos:R:3:forces:R:3
H -0.249061 -0.754840 1.706158 0.176 0.004 -0.089
H -2.633391 -1.352809 -1.091741 0.133 0.087 0.124
C -1.778932 -1.320896 -0.406295 -0.016 0.063 0.079
H -1.373300 -2.340104 -0.350132 -0.067 0.180 -0.005
H -1.015255 2.811400 0.591835 -0.122 -0.190 0.077
H 1.441705 -0.255260 1.789039 -0.044 -0.052 -0.099
H 1.797669 0.412830 -1.916315 0.034 -0.163 0.096
C -0.305225 1.006571 -0.369606 0.091 0.171 -0.022
H -1.311708 1.364189 1.583783 -0.026 -0.014 -0.166
H 1.010558 -1.833730 1.110182 0.021 0.119 -0.005
C 0.705128 -0.782904 1.171730 -0.008 -0.004 0.036
H 2.569012 0.619005 -0.339853 0.002 -0.156 -0.160
H 2.459189 -1.002786 -1.054654 -0.077 0.047 -0.003
C 0.606819 -0.174695 -0.215494 0.100 0.002 0.033
C -0.716980 -0.359946 -0.915378 -0.012 -0.067 -0.102
C 1.929961 -0.051737 -0.932728 0.045 -0.063 -0.076
H 0.324712 1.989157 1.388279 -0.271 0.080 0.020
H -0.641455 -0.388916 -2.003630 0.000 0.061 0.180
C -0.629146 1.825138 0.865678 -0.134 -0.044 0.044
H -0.022879 1.659837 -1.195968 0.079 -0.105 0.157
H -2.167421 -1.069503 0.585110 0.095 0.045 -0.120
```
Forces are in eV/Å.



(2)
ORCA calculation (wB97M-V/def2-TZVPD) on a single C7H14 molecule.

Calculated values
**HOMO energy**: -9.622 eV
**SMILES**: CC[C@@]1(C)C[C@H]1C
**2S+1**: 1
**Kohn-Sham gap**: 10.765 eV
**Energy above the lowest of the compared OMol25 structures with the same formula, charge and spin**: 78.26 kJ/mol

Structure (XYZ):
```
21
Properties=species:S:1:pos:R:3:forces:R:3
C 0.485120 -0.125123 1.223583 -0.088 -0.219 0.064
H 2.039415 -0.005664 -1.856758 -0.056 -0.098 0.096
C -1.582753 -0.627645 -1.196190 -0.148 -0.029 -0.055
H 2.421362 -1.017886 -0.452851 -0.121 0.056 -0.056
H -1.569427 -1.031691 -2.211382 -0.010 0.046 0.079
H 2.296029 1.149500 0.835535 -0.143 -0.017 0.054
H -0.656274 0.326583 3.005961 0.029 -0.070 -0.131
H 1.098712 -0.949257 1.584499 0.003 0.150 -0.055
H -1.307781 -1.442286 -0.520788 -0.016 0.076 -0.032
C -0.625022 0.566021 -1.028789 -0.017 0.099 0.040
C 1.601773 -0.631491 -1.068447 0.033 -0.065 0.002
H -2.615701 -0.352916 -0.960061 0.122 -0.030 -0.106
H -1.133086 1.397568 -0.531630 0.042 -0.108 -0.040
C 0.617336 0.179917 -0.251446 0.048 -0.027 -0.002
H 1.111471 -1.482915 -1.554395 0.054 0.062 0.087
H -0.318739 0.948251 -2.010660 -0.048 -0.009 0.126
C 1.212109 1.110011 0.767866 0.117 0.234 -0.030
H -1.470117 0.785407 1.514949 0.122 -0.120 0.051
C -0.828012 0.021944 1.967099 -0.069 0.015 0.016
H 0.716750 2.058177 0.960427 0.035 -0.082 -0.074
H -1.395481 -0.916278 1.986989 0.111 0.136 -0.034
```
Forces are in eV/Å.



(3)
ORCA calculation (wB97M-V/def2-TZVPD) on 2 unconnected molecules or ions with the total composition C7H14.

Calculated values
**HOMO energy**: -9.194 eV
**SMILES**: C=C(C)CC.C=C
**2S+1**: 1
**Kohn-Sham gap**: 10.339 eV
**Energy above the lowest of the compared OMol25 structures with the same formula, charge and spin**: 165.19 kJ/mol

Structure (XYZ):
```
21
Properties=species:S:1:pos:R:3:forces:R:3
H -1.861287 -1.468988 1.827811 -0.005 0.038 -0.138
C 1.978776 -1.173503 0.690501 -0.020 -0.003 -0.171
H 1.297772 1.693422 0.420780 -0.178 0.024 -0.133
C -0.886061 0.217374 0.898410 -0.007 0.058 0.030
C 0.533972 1.946406 -0.325869 0.016 0.079 -0.007
H -1.146960 -1.836660 0.249195 -0.097 0.141 0.077
C -0.521138 0.867634 -0.415080 -0.065 0.005 -0.146
H 0.084586 2.900537 -0.022890 0.080 -0.119 -0.009
H 1.019263 -1.812255 -1.082858 0.241 0.028 0.078
H -1.408881 0.960755 1.515070 -0.024 -0.052 -0.062
H -2.670207 -0.936174 0.349136 0.145 0.020 0.065
C -1.691485 -1.074678 0.820732 -0.042 -0.021 -0.017
H -1.851914 -0.219405 -1.658121 0.120 0.147 0.020
C 1.708167 -1.116237 -0.608512 0.023 -0.024 0.148
H 2.597763 -0.424098 1.181856 0.010 -0.193 -0.135
H 0.048695 0.006690 1.429627 -0.158 0.116 -0.029
H 2.101916 -0.325534 -1.243934 0.011 -0.190 0.123
H -0.820878 1.076294 -2.495761 0.007 -0.157 0.180
C -1.089344 0.551930 -1.578762 0.013 0.025 0.097
H 1.535133 -1.930575 1.335110 0.126 0.065 -0.149
H 1.042107 2.097075 -1.286446 -0.197 0.014 0.178
```
Forces are in eV/Å.



(4)
ORCA calculation (wB97M-V/def2-TZVPD) on 2 unconnected molecules or ions with the total composition C7H14BO3S2 at a distorted geometry.

Calculated values
**HOMO energy**: -5.315 eV
**2S+1**: 1
**Charge**: -1
**Kohn-Sham gap**: 7.204 eV

Structure (XYZ):
```
27
Properties=species:S:1:pos:R:3:forces:R:3
O -3.469896 -1.046962 2.010031 -2.533 0.938 1.740
H -0.853751 1.953273 -0.348347 -0.891 1.771 1.185
C -0.194363 -0.115981 1.061832 0.876 1.674 -1.359
C 0.029023 0.115406 -0.607737 -0.359 -1.033 0.177
S 3.003773 -0.223990 -0.649742 1.504 -0.384 -1.112
H 0.051365 1.149895 2.634586 0.169 0.138 2.548
H 3.742328 -0.155828 -1.842367 -0.926 0.266 1.137
S 1.861975 2.450092 -3.171937 -1.377 -0.624 1.866
H 1.479220 -1.379043 1.431352 3.729 0.114 -0.669
C 0.515550 -1.300571 1.701324 -3.275 -0.948 -3.923
H 1.585396 0.984566 1.520876 -0.682 0.497 1.000
H 0.823039 3.175566 -2.551063 1.222 -0.749 -0.719
H 0.431493 -1.820276 -1.498481 2.538 -1.698 -0.541
C -0.893347 1.249137 -1.102212 0.407 -2.175 -1.919
H -1.049159 -1.892283 -0.771343 -0.151 1.434 -0.781
C -0.387556 -1.216243 -1.394758 -0.228 0.522 3.232
H 0.185672 2.195787 1.250133 0.635 -2.141 0.558
H -0.646906 -0.894983 -2.332452 -1.326 0.297 -2.349
H -0.586724 1.669652 -2.093519 -0.069 -0.420 0.981
O -2.131898 -2.272833 0.699549 -0.253 0.903 0.688
B 1.423856 0.329931 -1.128876 0.051 0.949 -0.369
H 0.049348 -2.216402 1.297176 -0.076 0.277 0.644
C -2.513561 -1.281749 1.373357 3.216 -1.601 -2.254
C 0.498219 1.152230 1.702719 -0.573 0.844 -3.577
H -1.792383 0.667749 -1.275061 -0.898 0.944 0.442
H 0.373081 -1.184226 2.690138 -0.348 0.004 3.534
O -1.533799 -0.091915 1.394822 -0.382 0.199 -0.159
```
Forces are in eV/Å.



(5)
ORCA calculation (wB97M-V/def2-TZVPD) on a gas-phase ion, C7H14Cl2N2O2P (charge +1) at a distorted geometry.

Calculated values
**HOMO energy**: -14.189 eV
**2S+1**: 1
**Charge**: +1
**Kohn-Sham gap**: 11.373 eV
**Energy above the lowest of the compared OMol25 structures with the same formula, charge and spin**: 30.72 kJ/mol

Structure (XYZ):
```
28
Properties=species:S:1:pos:R:3:forces:R:3
H -3.305147 -1.096374 1.813224 -0.543 0.465 0.448
N -0.668627 -1.421709 -0.075542 1.884 -1.633 -0.875
H 1.770663 -0.961062 -1.068378 -0.602 -0.423 -0.560
H 0.761573 4.311169 -1.362992 0.421 -2.426 0.687
H -2.535383 0.209532 0.713977 -0.317 -1.614 0.376
C 0.400999 -2.031488 0.277369 -0.333 -0.240 0.728
C -0.495706 2.549964 -0.688070 0.981 1.480 -1.294
H -2.542030 -2.295107 -0.212840 -1.182 -0.127 -1.330
N -0.412207 1.289720 -0.086868 1.193 -2.543 0.808
O 1.405529 0.202962 1.528554 0.058 1.228 0.247
H -0.843294 3.230974 0.052486 -0.529 0.839 0.475
H -1.199339 2.518617 -1.492690 -0.417 0.176 -0.609
C -1.879248 -1.937317 0.513750 1.567 0.502 0.606
C -2.433937 -0.764820 1.284090 0.270 0.495 -0.080
H 3.246454 -0.191757 0.395387 0.013 1.175 0.363
C 0.862851 3.146375 -1.191633 0.797 0.755 -2.369
H 2.706499 -1.322155 1.650909 0.170 0.919 0.246
P 0.379470 1.374038 1.384936 1.003 -1.804 0.030
C 1.755104 -1.535906 -0.149257 1.664 -1.595 -0.597
C 2.376931 -0.612976 0.875417 -0.249 -2.481 0.812
O 0.240029 2.246211 2.556192 -0.267 -0.321 -1.843
H 2.574394 -2.420612 -0.247916 -2.130 1.904 -0.004
H -1.575615 -2.835085 1.080611 -0.734 0.495 0.585
H 0.361503 -2.875040 1.082442 0.152 1.243 -1.481
H -0.335331 0.341874 -0.699937 -0.230 2.108 2.142
Cl 2.092597 2.766633 0.131765 -0.520 0.665 -0.770
H 1.340257 2.702950 -2.213917 -1.362 0.822 2.622
Cl -1.166470 -0.308598 2.494197 -0.758 -0.063 0.638
```
Forces are in eV/Å.



(6)
ORCA calculation (wB97M-V/def2-TZVPD) on 2 unconnected molecules or ions with the total composition C7H14ClNO2 at a distorted geometry.

Calculated values
**HOMO energy (spin up / spin down)**: -9.010 / -9.009 eV
**SMILES**: COC#[N+][O-].CC(C)(C)CCl
**2S+1**: 1
**Kohn-Sham gap (spin up / spin down)**: 9.370 / 9.370 eV
**Energy above the lowest of the compared OMol25 structures with the same formula, charge and spin**: 333.18 kJ/mol

Structure (XYZ):
```
25
Properties=species:S:1:pos:R:3:forces:R:3
Cl -0.380665 -1.911541 -0.771031 0.276 -0.401 0.028
C -0.522603 -0.165700 -0.765086 1.618 2.077 2.831
H -2.614921 0.509848 2.058787 -0.171 0.321 0.169
O 3.307940 1.640388 -1.676292 0.251 3.128 -1.511
H -2.868358 -1.293672 -0.547228 -0.331 -1.466 0.006
H -1.486114 -0.827742 1.874995 0.243 0.651 0.180
C -1.727409 0.402821 0.029467 -1.668 -0.436 -0.061
C -1.760706 1.903465 -0.303573 -1.561 -0.731 -1.819
C 4.150858 -1.758119 0.614358 0.387 -0.795 -3.063
H -2.190001 2.283679 0.583067 -0.559 1.389 0.636
H -0.836613 0.920277 2.053126 -0.697 -0.824 -0.181
H 4.667860 -1.390376 1.459959 -0.690 0.806 1.467
H -0.753773 2.260046 -0.429809 0.327 0.558 -0.136
H 4.897100 -1.557836 -0.201889 -0.974 0.015 0.339
N 3.018755 0.744721 -0.963002 0.540 -0.563 -0.315
C -3.123494 -0.276778 -0.444654 1.858 1.272 1.387
H -2.454322 2.166839 -1.241455 1.736 -0.569 2.023
C 2.896251 -0.373181 -0.685997 -0.618 0.228 -0.330
H -0.456628 0.215820 -1.751841 -0.543 0.036 -1.168
H 0.436597 0.378458 -0.290455 -1.838 -1.696 -0.672
H -3.506010 0.077097 -1.379843 0.079 0.431 -0.627
H -3.886764 -0.115598 0.318982 0.075 -0.149 -0.058
C -1.646013 0.247710 1.662563 1.056 -0.448 -2.544
O 2.803095 -1.252872 0.200976 1.289 -2.500 2.864
H 4.035943 -2.827765 0.595872 -0.086 -0.335 0.554
```
Forces are in eV/Å.